# 1
DFT (wB97M-V/def2-TZVPD) results for C54H64MgN7O2Se as an isolated structure.

## Properties
- Total charge: -1
- Relative energy (zero: lowest compared OMol25 entry of this formula, charge and spin): 14.9 kcal per mole
- HOMO energy: -3.5 eV
- HOMO-LUMO gap: 5.742 eV

XYZ file:
```
129
C54H64MgN7O2Se | the OMol25 dataset | wB97M-V/def2-TZVPD
Mg 0.079 0.345 -0.583
O -0.979 -0.958 -1.238
C -0.888 -2.311 -1.429
C -0.008 -2.935 -0.279
C 1.397 -2.437 -0.198
C 2.469 -3.326 -0.288
C 3.761 -2.845 -0.221
C 3.960 -1.484 -0.063
C 2.852 -0.651 0.035
C 2.991 0.831 0.166
C 2.634 1.518 -1.206
O 1.318 1.304 -1.494
C 3.577 0.974 -2.306
C 3.032 0.430 -3.460
C 3.855 -0.071 -4.461
C 5.232 -0.052 -4.307
C 5.785 0.512 -3.166
C 4.963 1.039 -2.183
C 2.933 3.032 -1.171
C 2.348 3.807 -2.173
C 2.607 5.162 -2.275
C 3.478 5.773 -1.380
C 4.061 5.018 -0.376
C 3.780 3.661 -0.264
N 1.596 -1.123 -0.020
C -2.231 -3.046 -1.231
C -2.423 -4.337 -1.720
C -3.583 -5.039 -1.433
C -4.571 -4.457 -0.649
C -4.391 -3.172 -0.163
C -3.228 -2.471 -0.457
C -0.425 -2.525 -2.886
C 0.882 -2.743 -3.310
C 1.197 -2.804 -4.663
C 0.225 -2.611 -5.629
C -1.082 -2.372 -5.225
C -1.395 -2.339 -3.877
H -0.533 -2.608 0.624
H -0.027 -4.023 -0.329
H 2.276 -4.383 -0.415
H 4.605 -3.519 -0.299
H 4.956 -1.070 -0.011
H 2.225 1.172 0.856
H 3.983 1.093 0.526
H 1.953 0.401 -3.550
H 3.415 -0.473 -5.364
H 5.873 -0.474 -5.072
H 6.862 0.550 -3.044
H 5.406 1.521 -1.318
H 1.685 3.311 -2.871
H 2.138 5.752 -3.053
H 3.697 6.830 -1.468
H 4.739 5.487 0.326
H 4.227 3.098 0.545
H -1.656 -4.803 -2.330
H -3.714 -6.046 -1.813
H -5.472 -5.008 -0.406
H -5.145 -2.719 0.469
H -3.066 -1.487 -0.041
H 1.683 -2.867 -2.600
H 2.219 -3.005 -4.961
H 0.481 -2.637 -6.681
H -1.861 -2.222 -5.963
H -2.422 -2.165 -3.578
C -1.031 4.482 4.372
C -1.394 4.427 2.881
N -1.550 3.083 2.334
C -2.929 2.600 2.273
C -3.585 2.490 3.643
C -0.480 2.369 1.879
C 0.891 2.961 2.127
N -0.498 1.256 1.227
H -0.619 5.462 4.619
H -0.295 3.719 4.621
H -1.901 4.304 5.001
H -0.656 4.977 2.295
H -2.346 4.936 2.730
H -2.931 1.601 1.845
H -3.510 3.268 1.624
H -2.937 1.907 4.297
H -4.524 1.944 3.550
H -3.798 3.466 4.087
H 0.906 3.787 2.828
H 1.322 3.293 1.181
H 1.514 2.168 2.534
H -1.415 0.804 1.150
C -7.965 -3.424 4.724
C -6.666 -2.874 4.193
C -5.440 -3.295 4.690
C -4.239 -2.771 4.229
C -2.944 -3.282 4.790
C -4.249 -1.760 3.242
Se -2.597 -1.015 2.651
C -5.486 -1.327 2.728
C -5.601 -0.273 1.657
C -6.662 -1.896 3.210
H -7.816 -4.378 5.230
H -8.685 -3.570 3.916
H -8.419 -2.732 5.441
H -5.416 -4.061 5.462
H -3.120 -4.046 5.552
H -2.370 -2.463 5.226
H -2.329 -3.699 3.991
H -4.618 0.127 1.416
H -6.254 0.544 1.978
H -6.026 -0.692 0.740
H -7.614 -1.566 2.797
C -1.450 3.142 -1.292
N -1.521 1.706 -1.581
C -1.203 1.513 -3.014
N -2.122 2.251 -3.886
C -2.034 3.668 -3.540
N -2.364 3.922 -2.135
C -3.726 3.427 -1.907
N -3.860 2.004 -2.210
C -2.911 1.259 -1.373
C -3.487 1.797 -3.610
H -0.426 3.487 -1.459
H -1.722 3.313 -0.248
H -1.255 0.447 -3.233
H -0.186 1.859 -3.189
H -2.734 4.232 -4.163
H -1.019 4.023 -3.739
H -4.412 3.995 -2.542
H -3.997 3.595 -0.861
H -2.963 0.199 -1.611
H -3.196 1.409 -0.329
H -4.180 2.347 -4.253
H -3.559 0.731 -3.837
```

---

# 2
DFT (wB97M-V/def2-TZVPD) results for a single C6H11N molecule.

## Properties
- SMILES string: C=C/C(=C\N)CC
- Relative energy (zero: lowest compared OMol25 entry of this formula, charge and spin): 34.9 kcal per mole
- HOMO energy: -7.7 eV
- HOMO-LUMO gap: 8.802 eV

XYZ file:
```
18
C6H11N | the OMol25 dataset | wB97M-V/def2-TZVPD
C -0.985 0.675 2.189
C 0.389 0.692 1.500
N -0.093 0.651 -2.261
C 0.154 1.032 -0.940
C 0.406 0.188 0.088
C 0.691 -1.294 -0.108
C -0.227 -2.098 -0.641
H -1.383 -0.327 2.354
H -1.730 1.224 1.603
H -0.909 1.274 3.099
H 1.192 0.236 2.094
H 0.658 1.762 1.492
H -0.867 1.162 -2.630
H -0.010 -0.302 -2.552
H 0.121 2.086 -0.716
H 1.714 -1.554 0.135
H -0.067 -3.164 -0.800
H -1.169 -1.793 -1.079
```

---

# 3
DFT (wB97M-V/def2-TZVPD) results for C53H47Br2CuIN3O2P2 as an isolated structure.

## Properties
- Total charge: +1
- Relative energy (zero: lowest compared OMol25 entry of this formula, charge and spin): 0.0 kcal per mole
- HOMO energy (spin up / spin down): -10.1 / -10.1 eV
- Spin multiplicity: 2
- HOMO-LUMO gap (spin up / spin down): 7.470 / 6.205 eV

XYZ file:
```
111
C53H47Br2CuIN3O2P2 | the OMol25 dataset | wB97M-V/def2-TZVPD
Cu 1.116 0.336 0.681
O 3.814 1.058 3.359
C 3.360 0.498 4.508
C 4.069 0.725 5.684
C 3.633 0.173 6.876
C 2.495 -0.625 6.916
C 1.796 -0.854 5.743
C 2.205 -0.292 4.538
C 1.341 -0.490 3.316
O 2.024 -0.420 2.117
N 0.274 0.549 3.331
N 0.126 1.306 2.229
C -0.552 2.389 2.307
C -0.715 3.348 1.226
Br 0.690 3.424 -0.049
C -1.708 4.235 1.138
C -2.905 4.264 1.988
C -3.503 5.498 2.256
C -4.631 5.578 3.055
C -5.194 4.424 3.583
C -4.629 3.188 3.298
C -3.495 3.108 2.504
H 3.315 0.626 2.634
H 4.962 1.334 5.639
H 4.195 0.358 7.782
H 2.167 -1.070 7.846
H 0.912 -1.486 5.750
H 0.845 -1.463 3.403
H 0.117 1.018 4.214
H -1.009 2.665 3.256
H -1.638 5.007 0.381
H -3.069 6.400 1.842
H -5.076 6.542 3.262
H -6.079 4.485 4.202
H -5.081 2.283 3.682
H -3.092 2.135 2.248
C -1.034 -1.497 -1.638
P -0.180 0.087 -1.342
C -1.490 1.293 -1.640
C -1.618 2.063 -2.792
C -2.720 2.889 -2.953
C -3.715 2.924 -1.985
C -3.605 2.136 -0.848
C -2.488 1.336 -0.668
C 1.214 0.197 -2.488
C 2.128 -0.984 -2.323
C 3.345 -1.112 -3.264
C 3.880 0.211 -3.844
C 3.128 1.475 -3.377
C 1.688 1.336 -2.999
P -2.087 -1.592 -3.176
C -0.797 -1.452 -4.467
C -0.871 -0.360 -5.329
C 0.093 -0.162 -6.308
C 1.129 -1.073 -6.449
C 1.192 -2.187 -5.619
C 0.237 -2.373 -4.632
C -2.403 -3.394 -3.192
C -2.725 -3.987 -4.415
C -3.053 -5.330 -4.486
C -3.075 -6.106 -3.334
C -2.771 -5.526 -2.113
C -2.438 -4.179 -2.042
H -1.733 -1.593 -0.804
H -0.324 -2.325 -1.563
H -0.879 2.005 -3.578
H -2.812 3.491 -3.847
H -4.581 3.558 -2.122
H -4.386 2.154 -0.099
H -2.401 0.728 0.229
H 1.578 -1.920 -2.264
H 3.345 -1.970 -3.928
H 4.199 0.197 -4.884
H 3.281 2.322 -4.043
H 1.082 2.234 -3.013
H -1.699 0.334 -5.234
H 0.023 0.689 -6.974
H 1.873 -0.934 -7.223
H 1.979 -2.919 -5.756
H 0.277 -3.256 -4.002
H -2.713 -3.394 -5.323
H -3.295 -5.773 -5.444
H -3.332 -7.155 -3.390
H -2.792 -6.118 -1.208
H -2.217 -3.758 -1.069
Br -0.391 -4.889 4.178
C -1.255 -3.319 4.760
C -1.454 -3.150 6.126
C -2.072 -2.008 6.604
C -2.501 -1.027 5.720
C -2.302 -1.189 4.360
C -1.676 -2.333 3.875
I -1.376 -2.484 1.818
H -1.119 -3.921 6.806
H -2.222 -1.889 7.668
H -2.992 -0.136 6.089
H -2.630 -0.430 3.664
C 6.369 0.432 -2.816
C 4.877 0.334 -2.653
C 4.317 -0.977 -2.054
C 3.113 -0.835 -1.101
N 2.908 0.408 -0.374
C 3.425 1.477 -0.835
C 4.134 1.585 -2.135
H 6.756 -0.430 -3.362
H 6.866 0.462 -1.843
H 6.648 1.332 -3.368
H 5.052 -1.731 -1.784
H 3.029 -1.650 -0.384
H 3.247 2.388 -0.267
H 4.728 2.497 -2.175
```

---

# 4
DFT (wB97M-V/def2-TZVPD) results for a 2-piece molecular cluster, C4H13N2O overall.

## Properties
- Total charge: +1
- Relative energy (zero: lowest compared OMol25 entry of this formula, charge and spin): 30.4 kcal per mole
- HOMO energy: -14.9 eV
- HOMO-LUMO gap: 11.742 eV

XYZ file:
```
20
C4H13N2O | the OMol25 dataset | wB97M-V/def2-TZVPD
C -1.250 -2.178 0.123
C -0.788 -0.984 0.933
C -1.241 0.293 0.263
N 0.994 2.369 -0.235
C 0.496 1.531 -1.122
N -0.369 0.578 -0.926
H -0.578 -2.457 -0.678
H -1.372 -3.097 0.677
H -2.271 -1.994 -0.302
H 0.319 -1.019 1.032
H -1.203 -1.034 1.947
H -1.174 1.224 0.863
H -2.306 0.239 0.035
H 1.864 2.830 -0.462
H 0.967 2.159 0.754
H 0.923 1.821 -2.107
H -0.636 0.067 -1.757
H 2.376 -0.603 -0.322
H 2.976 0.138 0.963
O 2.270 0.116 0.320
```

---

# 5
DFT (wB97M-V/def2-TZVPD) results for a 10-piece molecular cluster, C54H54N6O8 overall.

## Properties
- SMILES string: Oc1ccc(O)cc1.Oc1ccc(O)cc1.Oc1ccc(O)cc1.Oc1ccc(O)cc1.c1ccncc1.c1ccncc1.c1ccncc1.c1ccncc1.c1ccncc1.c1ccncc1
- Relative energy (zero: lowest compared OMol25 entry of this formula, charge and spin): 21.1 kcal per mole
- HOMO energy: -7.8 eV
- HOMO-LUMO gap: 8.094 eV

XYZ file:
```
122
C54H54N6O8 | the OMol25 dataset | wB97M-V/def2-TZVPD
N -0.507 -5.218 5.093
C -0.684 -4.069 4.285
C -0.454 -3.938 2.901
C 0.014 -5.114 2.191
C 0.036 -6.249 2.959
C -0.173 -6.339 4.376
H -1.027 -3.153 4.834
H -0.496 -3.044 2.387
H 0.339 -5.013 1.061
H 0.115 -7.342 2.637
H -0.342 -7.314 4.931
N -2.962 2.198 -0.438
C -3.494 1.953 0.807
C -4.922 1.964 1.010
C -5.773 2.090 -0.188
C -5.112 2.369 -1.340
C -3.780 2.522 -1.408
H -2.617 1.865 1.569
H -5.501 1.820 1.796
H -6.794 2.164 0.054
H -5.584 2.609 -2.213
H -3.245 2.690 -2.399
N -3.819 -1.298 -2.827
C -5.142 -1.603 -2.552
C -5.786 -2.752 -3.097
C -4.982 -3.642 -3.843
C -3.610 -3.354 -4.058
C -3.159 -2.126 -3.637
H -5.732 -0.937 -2.113
H -6.877 -2.988 -2.779
H -5.173 -4.531 -4.413
H -2.877 -4.194 -4.584
H -2.167 -1.855 -3.834
N 3.885 -1.307 -4.847
C 2.926 -2.057 -4.196
C 2.493 -1.713 -2.887
C 2.954 -0.518 -2.170
C 3.753 0.352 -2.973
C 4.272 -0.113 -4.271
H 2.533 -2.918 -4.842
H 1.786 -2.139 -2.228
H 2.719 -0.334 -1.135
H 3.893 1.297 -2.547
H 4.867 0.585 -4.819
N 1.321 3.643 3.592
C -0.076 3.627 3.817
C -0.967 3.946 2.889
C -0.542 4.410 1.658
C 0.824 4.644 1.460
C 1.613 4.132 2.425
H -0.511 3.272 4.784
H -1.943 3.803 3.173
H -1.223 5.051 0.960
H 1.237 5.290 0.678
H 2.780 3.962 2.235
N 2.309 5.803 -1.855
C 2.350 4.537 -1.801
C 1.308 3.749 -2.212
C 0.059 4.296 -2.245
C -0.069 5.688 -2.166
C 1.083 6.451 -1.899
H 3.220 3.943 -1.720
H 1.211 2.576 -2.362
H -0.849 3.800 -2.466
H -0.987 6.083 -2.060
H 1.129 7.505 -2.142
C -1.971 2.575 -5.007
C -1.383 3.356 -6.138
C -0.029 2.973 -6.608
C 0.627 2.089 -5.769
C 0.096 1.461 -4.684
C -1.174 1.560 -4.351
O -1.642 0.753 -3.317
O 0.500 3.576 -7.737
H -2.928 2.969 -4.960
H -2.016 4.257 -6.754
H 1.698 1.995 -6.158
H 0.790 0.832 -4.217
H -2.692 0.891 -3.215
H 0.502 4.553 -7.571
C 5.777 -3.380 2.194
C 4.591 -3.267 1.067
C 3.825 -4.451 0.692
C 4.178 -5.657 1.337
C 5.240 -5.769 2.339
C 5.841 -4.601 2.906
O 6.857 -4.644 3.807
O 2.951 -4.251 -0.303
H 6.276 -2.470 2.510
H 4.414 -2.376 0.902
H 3.885 -6.580 1.104
H 5.526 -6.673 2.770
H 6.677 -5.172 4.667
H 2.953 -5.165 -0.665
C 1.488 -1.404 1.336
C 0.801 -1.977 0.091
C 0.167 -0.936 -0.710
C 0.060 0.360 -0.342
C 0.653 0.794 0.886
C 1.372 -0.105 1.741
O 1.934 0.381 2.797
O -0.356 -1.248 -1.912
H 1.836 -2.208 1.931
H 0.744 -3.075 -0.132
H -0.355 1.130 -1.121
H 0.561 1.908 1.201
H 1.657 1.183 3.073
H -0.574 -0.666 -2.601
C -0.229 -0.349 5.126
C -1.332 0.329 4.326
C -2.209 1.179 4.969
C -2.072 1.472 6.358
C -0.914 0.893 7.052
C -0.015 -0.029 6.429
O 0.908 -0.751 7.145
O -3.292 1.597 4.222
H 0.324 -0.970 4.487
H -1.441 0.332 3.137
H -2.700 2.174 6.986
H -0.817 1.079 8.125
H 1.457 -1.564 6.771
H -4.093 1.565 4.800
```

---

# 6
DFT (wB97M-V/def2-TZVPD) results for a single CHN3O2 molecule.

## Properties
- SMILES string: O=c1[nH]nno1
- Relative energy (zero: lowest compared OMol25 entry of this formula, charge and spin): 19.7 kcal per mole
- HOMO energy: -11.0 eV
- HOMO-LUMO gap: 11.647 eV

XYZ file:
```
7
CHN3O2 | the OMol25 dataset | wB97M-V/def2-TZVPD
O 1.806 -0.881 0.135
C 0.685 -0.480 0.018
N 0.118 0.758 0.266
N -1.205 0.732 0.005
N -1.510 -0.390 -0.437
O -0.380 -1.197 -0.455
H 0.476 1.458 0.898
```

---

# 7
DFT (wB97M-V/def2-TZVPD) results for C23H49N2OP3SV as an isolated structure.

## Properties
- Total charge: +3
- HOMO energy (spin up / spin down): -15.1 / -15.1 eV
- Spin multiplicity: 3
- HOMO-LUMO gap (spin up / spin down): 6.047 / 3.369 eV

XYZ file:
```
80
C23H49N2OP3SV | the OMol25 dataset | wB97M-V/def2-TZVPD
V 0.077 -0.465 0.315
P -2.032 -0.292 1.189
P 1.752 0.051 1.780
P 0.274 -2.690 0.253
H 1.193 0.798 -1.789
C 0.606 -0.128 -1.835
C -0.814 -0.071 -1.767
H -1.311 0.910 -1.766
C -3.063 1.218 1.015
C -2.047 -0.511 3.012
C -3.254 -1.531 0.589
C 3.342 0.042 0.859
C 1.908 1.660 2.620
C 2.025 -1.102 3.186
C -0.586 -3.474 -1.143
C -0.256 -3.635 1.711
C 2.022 -3.150 0.028
H 1.115 -1.025 -2.207
H -1.421 -0.928 -2.089
H -3.083 1.530 -0.035
H -2.656 2.039 1.615
H -4.091 1.006 1.341
H -1.451 0.291 3.473
H -1.608 -1.482 3.280
H -3.080 -0.462 3.390
H -3.408 -1.385 -0.488
H -4.212 -1.388 1.108
H -2.904 -2.554 0.761
H 4.164 0.226 1.562
H 3.323 0.837 0.104
H 3.502 -0.916 0.352
H 2.911 1.730 3.064
H 1.150 1.755 3.407
H 1.782 2.467 1.889
H 2.830 -0.699 3.815
H 2.302 -2.103 2.836
H 1.102 -1.170 3.780
H -0.364 -4.546 -1.080
H -0.217 -3.074 -2.096
H -1.666 -3.301 -1.074
H 0.068 -4.669 1.537
H -1.346 -3.589 1.815
H 0.212 -3.236 2.620
H 2.065 -4.244 -0.031
H 2.631 -2.793 0.869
H 2.407 -2.708 -0.902
C 2.695 -5.352 -4.459
C 4.042 -5.601 -4.791
C 4.431 -5.683 -6.130
C 3.490 -5.538 -7.157
C 2.150 -5.322 -6.831
C 1.751 -5.239 -5.493
S 2.121 -5.157 -2.811
H 3.290 -4.790 -2.177
H 4.764 -5.713 -3.985
H 5.479 -5.859 -6.392
H 3.801 -5.596 -8.209
H 1.405 -5.216 -7.620
H 0.711 -5.071 -5.231
C -0.122 3.729 -2.268
N -0.417 4.465 -1.061
C -0.657 5.874 -1.231
C -1.188 6.520 0.026
C -0.565 5.946 1.274
N -0.720 4.516 1.257
C -0.700 3.837 2.535
C -0.443 3.796 0.123
O -0.236 2.545 0.170
H 0.040 2.679 -2.008
H 0.781 4.138 -2.748
H -0.953 3.805 -2.988
H 0.272 6.374 -1.548
H -1.373 6.001 -2.057
H -2.273 6.387 0.080
H -0.978 7.591 -0.019
H -1.045 6.333 2.178
H 0.504 6.219 1.319
H 0.179 4.133 3.136
H -1.596 4.088 3.130
H -0.674 2.761 2.335
```